Record 1
DFT (ωB97M-V with the def2-TZVPD basis set) results for a molecular structure, C26H16Cl3CoF5GeI2N2O.

XYZ file:
```
57
C26H16Cl3CoF5GeI2N2O (ωB97M-V with the def2-TZVPD basis set)
Co -0.535 -0.888 0.095
I 2.773 3.034 -1.829
C -0.613 2.763 -3.833
C -1.263 3.498 -2.730
C -1.192 3.238 -1.343
I -3.465 4.167 -0.308
C -0.625 2.382 -0.445
O -0.484 1.774 0.632
C -0.984 0.005 -1.841
C 1.287 -0.077 -1.076
N 2.266 -0.118 -0.215
C 2.780 -1.225 0.535
C 1.949 -1.438 1.809
C 2.576 -2.043 2.889
C 1.909 -2.161 4.097
C 0.628 -1.656 4.201
C 0.051 -1.104 3.070
N 0.673 -1.019 1.898
C -0.011 1.725 -3.266
H -1.923 4.321 -2.994
H 0.590 -1.877 -0.882
H 1.662 1.162 -2.474
H 2.762 0.796 -0.354
H 3.792 -0.944 0.822
H 2.819 -2.150 -0.043
H 3.595 -2.392 2.780
H 2.398 -2.615 4.951
H 0.071 -1.694 5.126
H -0.958 -0.713 3.095
H 0.202 1.834 -1.091
Cl -0.870 3.038 -5.519
Ge 1.005 -0.916 -3.649
Cl 3.306 -0.695 -3.715
Cl 0.446 0.699 -2.153
C -2.103 -0.331 -1.404
C -3.511 -0.153 -1.609
C -3.980 0.548 -2.725
C -5.326 0.832 -2.857
C -6.236 0.398 -1.900
C -5.785 -0.343 -0.817
C -4.437 -0.621 -0.673
H -3.266 0.873 -3.472
H -5.666 1.405 -3.710
H -7.286 0.646 -1.993
H -6.491 -0.702 -0.077
H -4.065 -1.194 0.168
F -1.630 -3.021 -2.223
C -1.424 -3.639 -1.037
C -1.481 -2.936 0.157
C -1.291 -3.763 1.244
F -1.466 -3.267 2.513
C -0.970 -5.109 1.209
F -0.768 -5.825 2.338
C -0.865 -5.730 -0.018
F -0.554 -7.038 -0.105
C -1.125 -4.987 -1.154
F -1.077 -5.598 -2.356
```

Properties
frontier orbital gap (spin up / spin down)	4.2 / 6.2	eV
expectation value of S²	8.92
spin multiplicity	6
net charge	-2

Löwdin population analysis, charges in e, atoms 1 to 4: atom 1 (Co): 0.424, atom 2 (I): -0.002, atom 3 (C): -0.749, atom 4 (C): -0.191

---

Record 2
DFT (ωB97M-V with the def2-TZVPD basis set) results for a gas-phase ion, C6H8F3N2 (charge +1).

XYZ file:
```
19
C6H8F3N2 (ωB97M-V with the def2-TZVPD basis set)
C 0.389 -0.558 -0.189
C -1.007 -0.865 -0.127
C -1.800 1.274 -0.249
C 3.371 0.217 -0.351
C -3.380 -0.610 0.329
C 2.251 0.894 0.238
N 0.941 0.526 0.207
N -2.066 -0.104 -0.056
F 1.173 -1.697 -0.467
F -1.249 -2.158 -0.091
F -2.885 2.017 -0.396
H 4.353 0.407 0.214
H 3.596 0.627 -1.396
H 3.324 -0.815 -0.441
H -3.694 0.100 1.029
H -4.204 -0.537 -0.462
H -3.479 -1.582 0.713
H 2.137 1.984 0.168
H 2.230 0.879 1.324
```

Properties
frontier orbital gap	7.6	eV
net charge	+1

Löwdin population analysis, charges in e, atoms 1 to 4: atom 1 (C): -0.184, atom 2 (C): -0.127, atom 3 (C): 0.106, atom 4 (C): -0.063

---

no.,electronic energy (a.u.)
1,-7119.25015
2,-642.07309